(1)
ORCA calculation (ωB97M-V with the def2-TZVPD basis set) on 10 unconnected molecules or ions with the total composition C19H44F2N7O25S6 in a non-equilibrium geometry.

Geometry as XYZ:
```
103
Properties=species:S:1:pos:R:3
N 1.396 -0.914 -0.656
S 0.156 -0.283 -0.966
O 0.067 0.226 -2.334
O -0.634 0.283 0.122
F -0.632 -1.679 -1.154
S 2.377 0.500 -0.431
O 1.885 1.888 -0.674
O 3.828 0.263 -0.542
F 2.200 0.573 1.194
C 9.045 -2.732 0.813
O 10.141 -2.947 1.294
N 7.968 -3.439 1.088
N 8.790 -1.792 -0.027
H 8.018 -4.085 1.863
H 7.111 -3.345 0.562
H 7.811 -1.549 0.026
H 9.490 -1.074 -0.143
C 2.799 -5.813 0.454
O 3.249 -6.876 0.753
N 2.170 -5.544 -0.704
N 2.845 -4.705 1.116
H 2.151 -6.207 -1.466
H 1.979 -4.554 -0.747
H 2.445 -3.895 0.665
H 3.327 -4.710 2.004
C 1.323 7.881 -0.015
O 1.091 8.972 0.426
N 0.530 6.869 0.152
N 2.417 7.427 -0.449
H -0.383 7.069 0.534
H 0.911 5.974 -0.118
H 2.437 6.473 -0.781
H 3.046 8.163 -0.737
C -7.203 3.714 -1.970
C -8.002 3.682 -3.237
O -7.152 3.988 -4.372
S -5.554 4.241 -3.904
O -4.944 5.465 -4.445
O -4.870 2.958 -4.045
O -6.025 4.410 -2.362
H -6.883 2.762 -1.546
H -7.669 4.305 -1.181
H -8.804 4.417 -3.159
H -8.611 2.805 -3.456
C -1.992 3.479 4.455
C -2.192 2.155 5.226
O -3.458 2.215 5.783
S -4.438 3.180 4.871
O -5.433 3.869 5.682
O -4.781 2.519 3.576
O -3.204 4.207 4.646
H -1.984 3.386 3.369
H -1.187 4.078 4.880
H -1.543 2.208 6.101
H -2.016 1.293 4.583
C 9.355 2.274 -5.149
C 10.190 2.991 -4.137
O 9.505 3.993 -3.441
S 7.965 4.161 -4.026
O 7.954 5.148 -5.112
O 6.998 4.217 -2.982
O 8.062 2.646 -4.774
H 9.401 1.189 -5.057
H 9.597 2.565 -6.171
H 11.091 3.519 -4.449
H 10.734 2.284 -3.512
C 5.308 4.146 3.444
C 6.468 3.144 3.558
O 6.124 2.176 4.556
S 4.967 2.710 5.587
O 5.494 3.443 6.705
O 3.898 1.691 5.859
O 4.399 3.782 4.479
H 4.942 4.210 2.419
H 5.663 5.155 3.652
H 7.338 3.664 3.960
H 6.736 2.599 2.653
C -5.497 -8.658 1.787
C -4.000 -8.484 1.648
C -3.799 -7.001 1.166
O -4.743 -6.370 1.968
C -5.932 -7.182 1.884
H -5.927 -9.290 2.564
H -5.913 -8.897 0.807
H -3.529 -9.152 0.927
H -3.523 -8.680 2.609
H -3.930 -6.806 0.101
H -2.810 -6.636 1.446
H -6.618 -6.928 1.076
H -6.496 -6.987 2.796
C -8.359 -3.963 -3.755
C -6.941 -3.671 -3.297
C -7.071 -2.497 -2.323
O -8.315 -1.961 -2.562
C -9.204 -3.015 -2.963
H -8.595 -4.973 -3.421
H -8.524 -3.848 -4.826
H -6.353 -3.274 -4.125
H -6.435 -4.513 -2.823
H -6.217 -1.825 -2.403
H -7.095 -2.815 -1.280
H -10.009 -2.546 -3.529
H -9.757 -3.489 -2.152
```

Output
Kohn-Sham gap = 8.66 eV
net charge = -1
DFT total energy = -152474.1398 eV
LUMO level = 1.423 eV
2S+1 = 1

(2)
ORCA calculation (ωB97M-V with the def2-TZVPD basis set) on 2 unconnected molecules or ions with the total composition C19H44N7O7P2S in a non-equilibrium geometry.

Geometry as XYZ:
```
80
Properties=species:S:1:pos:R:3
C -1.430 -1.354 -0.192
C -0.436 -0.425 -0.128
C 0.737 -0.265 0.787
N 1.919 -0.753 -0.023
C 0.966 1.204 1.298
C 1.264 2.249 0.150
N 2.085 1.993 -1.002
C -0.242 1.887 2.026
C -1.621 1.777 1.391
O -2.378 0.870 1.562
O -1.988 2.847 0.611
C 2.155 0.932 2.312
N 3.430 1.253 1.654
P 2.000 2.221 3.784
N 3.526 2.119 4.524
O 2.059 3.636 2.951
N 2.138 -0.570 2.754
C 1.976 -0.685 4.236
C 3.370 -1.364 2.371
C 4.552 -1.492 3.310
O 5.119 -0.243 3.697
C 5.689 -0.233 4.936
O 6.377 -1.109 5.348
C 0.839 -1.105 2.081
N -0.310 -0.869 2.873
P 0.734 -3.017 1.703
S -0.976 -3.826 2.120
H -1.266 -2.406 -0.399
H -2.459 -1.017 -0.098
H -0.502 0.398 -0.851
H 1.675 -0.778 -1.002
H 2.714 -0.128 0.055
H 1.706 3.103 0.667
H 0.306 2.618 -0.217
H 1.782 1.263 -1.620
H 3.079 2.005 -0.857
H -0.036 2.957 2.093
H -0.387 1.510 3.035
H -2.249 3.578 1.190
H 4.214 1.013 2.257
H 3.490 2.253 1.503
H 3.511 2.725 5.339
H 4.296 2.401 3.919
H 2.953 4.001 2.881
H 1.063 -0.214 4.576
H 1.924 -1.748 4.484
H 2.808 -0.237 4.767
H 3.732 -1.048 1.403
H 3.090 -2.398 2.191
H 5.294 -2.075 2.758
H 4.330 -2.095 4.193
H 5.434 0.661 5.510
H -1.170 -0.781 2.348
H -0.401 -1.396 3.726
H 1.125 -3.224 0.378
H 1.720 -3.651 2.481
C -4.685 -2.209 -6.959
O -5.021 -0.888 -6.582
C -5.943 -0.805 -5.502
C -5.284 -0.192 -4.287
N -4.291 -1.096 -3.720
C -3.457 -0.501 -2.683
C -2.516 0.631 -3.078
O -1.458 0.236 -3.930
C -1.749 0.262 -5.319
H -4.063 -2.144 -7.850
H -4.121 -2.728 -6.175
H -5.579 -2.792 -7.198
H -6.363 -1.787 -5.265
H -6.763 -0.156 -5.820
H -6.047 0.018 -3.532
H -4.843 0.765 -4.601
H -3.692 -1.427 -4.466
H -2.846 -1.302 -2.269
H -4.107 -0.143 -1.877
H -2.037 0.985 -2.159
H -3.049 1.493 -3.494
H -2.471 1.044 -5.565
H -2.127 -0.701 -5.671
H -0.818 0.468 -5.846
```

Output
Kohn-Sham gap = 7.61 eV
net charge = +1
DFT total energy = -74581.2212 eV
LUMO level = -2.674 eV
2S+1 = 1

(3)
ORCA calculation (ωB97M-V with the def2-TZVPD basis set) on a molecular structure, C19H45Ba2NO11 in a non-equilibrium geometry.

Geometry as XYZ:
```
78
Properties=species:S:1:pos:R:3
Ba 3.651 0.879 4.021
Ba 5.677 0.841 0.125
O 4.163 3.932 -3.023
C 4.509 2.953 -2.261
O 5.543 2.337 -2.584
O 3.878 2.707 -1.278
H 4.944 3.816 -3.569
O 1.445 1.431 -0.042
C 2.038 0.943 1.076
O 1.410 0.305 1.945
O 3.241 1.112 1.312
H 2.241 1.763 -0.463
C 3.331 -3.731 -1.357
C 2.167 -3.188 -0.518
O 2.527 -1.813 -0.278
H 2.889 -4.726 -1.404
H 4.230 -3.894 -0.762
H 3.402 -3.417 -2.398
H 1.958 -3.797 0.362
H 1.236 -3.284 -1.076
H 2.597 -1.709 0.674
C -1.343 -4.003 2.892
C -0.888 -2.715 2.171
O -0.199 -1.817 2.952
H -2.061 -3.592 3.602
H -0.636 -4.405 3.618
H -1.702 -4.819 2.266
H -1.785 -2.205 1.820
H -0.195 -2.859 1.343
H 0.166 -1.094 2.437
C -0.163 -0.885 6.310
C 1.230 -1.400 6.122
O 1.621 -0.946 4.869
H -0.265 -1.033 7.385
H -0.844 -1.435 5.661
H -0.248 0.171 6.053
H 1.226 -2.484 6.006
H 1.949 -1.244 6.926
H 1.214 -1.546 4.240
C -2.672 1.014 2.699
C -1.567 1.651 3.541
O -0.848 2.664 2.826
H -3.634 1.510 2.825
H -2.680 -0.073 2.788
H -2.521 1.100 1.623
H -0.721 1.016 3.805
H -1.996 2.212 4.372
H -0.922 2.347 1.923
C 0.231 3.018 -2.616
C -1.122 2.303 -2.837
C -1.206 2.293 -4.395
C -2.292 1.343 -4.938
C -1.932 -0.124 -4.465
C -1.777 -0.290 -2.993
N -0.978 0.869 -2.414
O -0.904 0.854 -1.003
C -3.174 -0.484 -2.335
C -0.911 -1.533 -2.665
C -2.380 2.888 -2.161
H 1.072 2.477 -3.050
H 0.517 3.181 -1.577
H 0.304 3.996 -3.091
H -1.603 3.273 -4.660
H -0.283 2.101 -4.942
H -2.322 1.393 -6.026
H -3.206 1.716 -4.475
H -1.170 -0.618 -5.069
H -2.674 -0.756 -4.952
H -3.732 -1.417 -2.411
H -3.033 -0.193 -1.294
H -3.814 0.371 -2.555
H -0.546 -1.555 -1.638
H -1.563 -2.398 -2.793
H -0.091 -1.475 -3.380
H -2.264 3.006 -1.084
H -3.252 2.291 -2.428
H -2.526 3.926 -2.462
H 0.040 0.957 -0.867
```

Output
Kohn-Sham gap = 2.38 eV
net charge = +2
DFT total energy = -45816.6517 eV
LUMO level = -8.825 eV
relative energy (zero: lowest compared OMol25 entry of this formula, charge and spin) = 6.5131 eV
2S+1 = 1